Entry 1:
A structure of composition C7H10Cl5N2Re. Source: OMol25; level of theory: the ωB97M-V functional and the def2-TZVPD basis.

Structure (XYZ):
```
25
Properties=species:S:1:pos:R:3:forces:R:3
C 1.02477 1.93143 -1.29524 0.36 1.76 -1.09
Re 0.19164 0.39301 -0.34489 0.04 -0.85 -2.78
N -0.53042 -1.45334 0.52686 -2.93 -0.40 1.00
N -1.40421 1.50782 0.28349 -1.24 0.78 0.03
H -0.40807 -1.60515 1.53757 0.10 0.13 -0.49
H -0.06471 0.62936 -2.06051 -0.86 -1.28 0.91
H 1.90212 1.63828 -1.84801 0.81 -0.11 0.10
H 1.24341 2.48614 -0.40554 0.90 1.12 0.62
H 0.52203 2.58660 -2.01268 -0.29 -0.01 0.28
H -1.53031 1.51789 1.29721 0.00 -0.05 -0.04
H -2.21990 1.07788 -0.15435 -0.29 0.27 0.19
H -1.42297 2.49514 -0.01030 0.22 -0.39 -0.02
H -1.56946 -1.43869 0.36404 1.15 -0.53 0.31
H -0.19204 -2.26776 0.05921 0.35 -0.77 -0.39
Cl 0.67050 1.43050 2.88917 0.11 0.25 0.24
C 2.01244 0.64579 2.13499 1.18 -1.10 -1.12
C 1.77635 0.01696 0.87832 1.77 0.07 1.99
C 2.76895 -0.78290 0.33208 0.48 0.84 0.91
Cl 2.28823 -1.54368 -1.17462 0.00 0.28 0.02
C 4.07109 -0.87960 0.87353 -0.72 0.49 0.45
Cl 5.26006 -1.76226 0.03861 0.20 -0.14 0.04
C 4.34539 -0.18676 2.07822 -1.30 0.56 -0.04
Cl 5.93378 -0.21122 2.74674 -0.63 0.00 -0.17
C 3.28121 0.57549 2.72625 0.57 -0.50 -0.37
Cl 3.58024 1.40949 4.21871 0.01 -0.41 -0.57
```
Positions in Å, forces in eV/Å.

As for the expectation value of S²: 3.77. As for the HOMO energy (spin up / spin down): -11.1 / -12.2 eV. Its charge is +1. The calculation puts the HOMO-LUMO gap (spin up / spin down) at 7.3 / 7.7 eV. The spin multiplicity is 4.

Here are the Löwdin charges for atoms 1 to 6, given in e: number 1, C, carries -0.38; number 2, Re, carries 1.19; number 3, N, carries -0.07; number 4, N, carries -0.05; number 5, H, carries 0.09; number 6, H, carries 0.02

Entry 2:
A cluster of 10 separate species, C17H54O10 in total. Source: OMol25; level of theory: the ωB97M-V functional and the def2-TZVPD basis.

Structure (XYZ):
```
81
Properties=species:S:1:pos:R:3:forces:R:3
C 4.02089 -2.34348 2.90739 -1.90 -0.28 -0.55
C 2.68132 -3.10854 2.80185 0.74 0.82 -1.26
O 2.90835 -4.46109 2.84600 0.44 -2.37 1.27
H 4.69847 -2.83395 2.20852 0.31 0.10 0.37
H 4.30216 -2.37657 3.95996 0.57 0.32 -0.20
H 3.77872 -1.35379 2.52013 0.54 0.33 0.46
H 2.29425 -3.08163 1.78324 -0.58 1.32 0.18
H 1.99155 -2.82112 3.59538 -0.36 0.42 -0.32
H 3.15691 -4.62854 3.75802 0.18 -0.68 0.07
C 0.61665 1.73035 5.13374 1.30 0.14 0.60
C -0.12357 1.88185 6.47003 1.01 1.23 -1.55
O -0.97550 3.02984 6.32057 -0.91 -1.14 0.51
H 1.36166 2.52497 5.09350 -0.03 0.31 -0.04
H 0.07021 1.83308 4.19621 -0.54 -0.38 0.46
H 1.24630 0.84068 5.14510 -0.24 -0.39 -0.22
H 0.58051 2.22578 7.22771 0.23 -0.86 0.23
H -0.64306 0.96009 6.73193 -0.16 0.19 0.26
H -1.81671 2.58906 6.46088 -0.70 0.89 -0.21
C 1.13124 2.97145 -2.31675 0.34 0.47 -1.60
C 1.03992 2.74714 -3.90198 0.56 1.59 3.16
O 2.17669 1.97550 -4.17272 -0.51 -0.27 -1.18
H 1.13456 2.01522 -1.79358 -0.87 0.12 0.23
H 0.49073 3.78819 -1.98389 -0.53 -0.62 0.48
H 2.14259 3.32231 -2.11139 0.19 0.19 -0.32
H 1.12872 3.75007 -4.31953 0.07 -0.16 -0.45
H 0.07254 2.32506 -4.17425 0.17 -0.30 -0.24
H 1.83458 1.12369 -3.89168 0.73 -0.99 -0.08
C 4.75202 0.91359 1.19496 0.80 -1.05 -1.07
C 5.62822 1.73094 0.26363 0.20 1.01 1.95
O 6.94095 1.22346 0.09525 -0.20 -0.69 -0.85
H 3.76416 1.37417 1.18489 -0.06 -0.35 0.50
H 5.19885 0.65622 2.15528 -0.17 0.81 0.26
H 4.75909 -0.06260 0.71007 -0.82 -0.30 -0.09
H 5.85961 2.65824 0.78772 -0.61 0.60 -0.47
H 5.04885 1.86831 -0.64937 0.45 0.28 -0.26
H 6.91355 0.73911 -0.73315 0.39 -0.27 0.00
O -1.97543 4.20507 -0.28074 0.53 -0.18 0.05
H -2.56282 4.54777 0.39288 -0.27 0.12 0.31
H -2.44124 4.35382 -1.10362 -0.26 0.00 -0.37
O 1.13327 -0.43704 -3.13816 0.14 0.31 -0.18
H 1.16437 -1.39321 -3.10635 -0.12 -0.46 -0.01
H 0.71164 -0.18319 -2.31717 -0.22 0.05 0.31
O -0.28764 -3.02952 -2.18114 0.13 0.13 -0.46
H -0.46700 -3.95701 -2.02679 -0.01 -0.28 0.06
H -0.45877 -2.60855 -1.33869 -0.01 0.28 0.56
C -2.47105 -0.26359 -3.30606 -0.44 0.33 0.30
C -2.61436 0.77210 -4.40872 0.34 -1.47 -0.31
C -2.23618 0.09766 -5.71893 0.22 -0.11 -0.22
O -3.95348 1.19437 -4.44287 -0.63 0.49 -0.94
H -3.44173 -0.75493 -3.23924 -0.13 -0.03 0.11
H -2.31742 0.30095 -2.38639 0.31 -0.57 0.39
H -1.77630 -1.07797 -3.51150 0.50 0.42 0.29
H -1.94594 1.62421 -4.28525 0.01 0.12 0.25
H -1.16980 -0.12803 -5.71587 0.37 0.79 -0.08
H -2.53108 0.71354 -6.56854 0.17 -0.16 -0.14
H -2.57407 -0.93225 -5.83389 -1.01 0.14 0.11
H -4.31136 1.34084 -3.56419 0.22 0.05 0.29
C -4.03833 -3.32240 -1.36018 1.50 0.63 1.85
C -3.38011 -2.52422 -0.11229 -3.47 -1.36 0.00
C -4.48331 -1.81598 0.67245 -0.29 0.66 0.71
O -2.73182 -3.44826 0.80615 1.08 0.98 -1.20
H -4.76756 -2.74836 -1.93186 0.43 0.28 -0.08
H -4.57276 -4.18721 -0.96702 0.12 -0.11 0.07
H -3.15707 -3.64106 -1.91690 -0.42 -0.19 -0.57
H -2.73351 -1.72306 -0.47027 0.60 -0.62 -0.01
H -4.08323 -1.10806 1.39831 0.38 0.52 -0.35
H -5.07066 -2.38750 1.39111 -0.02 -1.01 -0.47
H -5.21350 -1.30786 0.04258 0.21 0.18 -0.14
H -3.36702 -4.07156 1.16619 -0.33 0.16 -0.13
C 0.84261 0.46181 1.66982 -2.16 -0.54 -1.04
C -0.64024 -0.15430 1.43871 2.11 0.93 1.42
C -1.47385 0.74608 0.54640 -0.77 -0.01 0.62
O -0.53494 -1.43174 0.87665 0.89 -0.78 -1.01
H 1.54966 -0.07041 2.30616 -0.28 -0.56 -0.27
H 0.75338 1.45539 2.10907 -0.14 0.12 -0.38
H 1.12376 0.50432 0.61756 0.99 0.34 0.17
H -1.01944 -0.35505 2.44071 -0.71 0.76 0.11
H -1.17139 0.78076 -0.50022 0.47 -0.16 0.09
H -1.60007 1.77643 0.87889 0.25 -0.02 0.15
H -2.47807 0.32235 0.55590 -0.25 0.07 -0.17
H -1.39182 -1.86245 0.91965 -0.07 -0.26 0.33
```
Positions in Å, forces in eV/Å.

As for the expectation value of S²: 0.75. As for the HOMO energy (spin up / spin down): 0.5 / -7.4 eV. Its charge is -1. The calculation puts the HOMO-LUMO gap (spin up / spin down) at 1.9 / 9.7 eV. The spin multiplicity is 2.

Here are the Löwdin charges for atoms 1 to 6, given in e: number 1, C, carries -0.07; number 2, C, carries -0.37; number 3, O, carries -0.08; number 4, H, carries 0.08; number 5, H, carries 0.07; number 6, H, carries 0.04

Entry 3:
A structure of composition C38H27BCl2F4N5O2V. Source: OMol25; level of theory: the ωB97M-V functional and the def2-TZVPD basis.

Structure (XYZ):
```
80
Properties=species:S:1:pos:R:3:forces:R:3
V 1.20885 -0.47203 -0.41897 -0.04 0.02 0.45
C 3.55599 -0.15646 -4.00547 0.19 0.19 -0.17
C 2.88767 -0.71216 -2.90751 -0.12 0.03 0.07
N 2.49950 0.01990 -1.88512 0.66 0.28 -1.41
C 2.84638 1.32465 -1.83246 0.39 0.48 -0.22
C 3.51807 1.97107 -2.89165 -0.20 -0.17 0.32
C 3.84221 1.18199 -4.01696 -0.03 -0.19 0.16
C 3.79622 3.34923 -2.76147 -0.06 0.31 0.01
C 3.34760 4.02433 -1.65660 0.16 0.03 -0.33
C 2.70128 3.37912 -0.59075 -0.14 -0.37 0.27
C 2.51738 2.00197 -0.61113 0.29 0.57 -0.18
N 2.03740 1.15885 0.34783 0.16 0.64 0.17
C 1.75697 1.45755 1.64529 0.14 0.22 0.14
C 2.24257 2.47864 2.45650 -0.06 -0.07 -0.43
C 1.89278 2.53530 3.81198 -0.19 -0.21 0.30
C 1.11431 1.57524 4.40913 0.16 0.31 0.22
C 0.63142 0.49413 3.64406 -0.03 0.02 -0.32
C -0.08555 -0.60171 4.16837 0.06 -0.06 -0.24
C -0.44227 -1.62628 3.33143 -0.15 0.09 0.34
C -0.15934 -1.53826 1.96611 -0.10 0.24 -0.28
N 0.47360 -0.50593 1.43991 -0.84 -0.22 1.79
C 0.91180 0.47794 2.26045 0.04 0.11 0.44
H 3.78978 -0.78829 -4.84919 -0.01 -0.04 0.00
H 2.62813 -1.76081 -2.89075 -0.09 0.02 -0.03
H 4.31614 1.64323 -4.87463 0.02 0.01 -0.01
H 4.33444 3.86207 -3.54816 -0.04 0.02 -0.04
H 3.50743 5.09407 -1.58882 0.01 0.00 0.00
H 2.33244 3.97305 0.23266 0.10 -0.06 0.08
H 2.92777 3.21541 2.06600 -0.03 -0.01 -0.06
H 2.27449 3.35605 4.40848 0.01 -0.03 0.01
H 0.89130 1.61834 5.46746 -0.02 0.02 0.02
H -0.31556 -0.63373 5.22578 -0.01 0.00 0.03
H -0.96260 -2.49755 3.70390 -0.02 0.00 -0.01
H -0.46352 -2.31852 1.28149 0.00 0.05 -0.06
N 2.03523 -1.83023 -0.11108 0.80 -1.17 0.16
C 2.48733 -3.09577 0.03786 0.20 -1.01 -0.01
C 3.62979 -3.40160 0.79937 -0.27 0.20 -0.13
C 4.02836 -4.71677 0.95552 0.03 -0.10 0.04
C 3.31920 -5.74725 0.35362 0.02 -0.04 -0.02
C 2.20379 -5.45556 -0.42455 -0.01 -0.11 0.05
C 1.78147 -4.15113 -0.58175 0.19 0.37 0.13
H 4.17747 -2.58652 1.25571 0.00 -0.01 0.03
H 4.89763 -4.94738 1.55922 0.03 0.02 -0.01
H 3.63643 -6.77398 0.48414 0.01 -0.01 -0.01
H 1.66044 -6.25961 -0.90539 -0.02 0.02 -0.02
H 0.92123 -3.88341 -1.18371 -0.01 -0.09 -0.03
F 1.04114 -2.95751 -4.48551 0.12 -0.12 0.02
B 0.21184 -1.82692 -4.50890 0.07 0.08 0.03
F 0.35855 -1.14431 -3.26512 -0.11 -0.04 -0.40
F -1.12644 -2.20247 -4.66628 -0.18 -0.03 0.01
F 0.60366 -0.96447 -5.53878 0.05 0.06 -0.10
Cl -4.21158 -0.76680 2.08854 0.06 -0.12 0.12
C -3.83842 0.87029 2.51705 0.26 0.06 -0.12
C -4.05798 1.24685 3.83147 -0.07 0.03 -0.05
C -3.66274 2.49338 4.27951 0.10 -0.03 0.07
C -2.96876 3.32982 3.42193 0.04 0.05 0.00
C -2.74859 2.94820 2.11527 -0.04 -0.11 -0.05
Cl -1.81242 3.97979 1.08171 -0.02 0.09 -0.03
C -3.23872 1.74093 1.58180 -0.02 0.09 0.26
N -3.08232 1.47692 0.24145 0.66 -0.31 -0.17
C -3.96535 0.72595 -0.53878 -0.59 -0.12 -0.48
C -5.32409 0.78647 -0.21378 0.11 0.06 -0.12
C -6.26651 0.07047 -0.92092 -0.10 0.03 0.12
C -5.86792 -0.72901 -1.97446 -0.08 -0.12 -0.18
C -4.53390 -0.75596 -2.33886 0.07 0.03 0.06
C -3.56090 -0.02103 -1.66439 0.24 0.01 0.36
C -2.16935 -0.01326 -2.27183 0.22 0.25 0.26
C -0.93629 -0.10726 -1.37071 -1.88 0.28 -0.39
O -0.62677 -1.21713 -0.87218 -0.08 -0.34 -0.17
O -0.23959 0.91920 -1.13485 -0.08 -0.07 -0.19
H -4.52070 0.53552 4.50059 -0.04 -0.01 0.00
H -3.84326 2.79211 5.30235 -0.01 -0.01 0.02
H -2.59746 4.28661 3.75738 0.05 0.04 0.01
H -2.25042 1.84478 -0.20460 -0.02 -0.07 0.07
H -5.63142 1.40647 0.61880 -0.01 0.03 -0.01
H -7.31005 0.13709 -0.64201 -0.03 -0.02 0.02
H -6.59231 -1.31734 -2.52192 0.00 -0.01 -0.03
H -4.21730 -1.36406 -3.17653 0.02 0.00 -0.04
H -2.06463 0.91560 -2.83951 0.10 -0.06 -0.07
H -2.08242 -0.85011 -2.96408 -0.01 0.08 -0.05
```
Positions in Å, forces in eV/Å.

As for the expectation value of S²: 0.81. As for the HOMO energy (spin up / spin down): -4.6 / -4.7 eV. Its charge is -1. The calculation puts the HOMO-LUMO gap (spin up / spin down) at 6.7 / 6.7 eV. The spin multiplicity is 2.

Here are the Löwdin charges for atoms 1 to 6, given in e: number 1, V, carries 0.91; number 2, C, carries -0.02; number 3, C, carries -0.07; number 4, N, carries 0.02; number 5, C, carries -0.13; number 6, C, carries -0.15

Entry 4:
The ion C14H9F9N2S with charge +2. Source: OMol25; level of theory: the ωB97M-V functional and the def2-TZVPD basis.

Structure (XYZ):
```
35
Properties=species:S:1:pos:R:3:forces:R:3
F -5.26757 -0.00227 3.10828 2.89 4.79 -0.99
C -4.54451 1.23796 2.72045 -3.15 0.81 -1.69
F -4.81795 2.40301 3.59186 1.15 -4.70 -2.90
F -5.08872 1.60819 1.36011 1.89 -1.32 4.73
C -2.91258 0.98239 2.45051 -1.96 0.64 -2.12
F -2.49430 2.16933 1.61364 -0.67 -4.16 2.92
F -2.88191 -0.26366 1.59592 0.61 4.06 2.96
C -2.09089 0.84298 3.85489 -1.11 -0.17 3.53
F -2.11397 2.08078 4.69176 -0.16 -4.13 -3.42
F -2.79619 -0.20562 4.68323 2.16 3.48 -3.12
C -0.53677 0.36923 3.74670 2.41 0.69 3.80
F 0.30595 1.46328 4.36000 -2.64 -3.60 -2.34
F -0.32633 -0.82007 4.63337 -0.58 3.89 -3.72
N 0.00772 0.15280 2.35867 2.19 -1.97 -4.58
C 0.10781 -1.27894 1.79493 0.96 0.56 -2.56
C 0.69353 -1.66181 0.31272 -0.42 4.49 1.73
C 1.23098 -0.43009 -0.65215 -0.96 0.77 2.65
C 1.80763 -0.65699 -2.17000 0.93 -0.25 -2.19
C 1.61482 -2.11489 -2.94309 2.11 3.69 -2.12
C 2.19602 -2.20514 -4.47692 -0.61 2.53 3.35
N 2.87170 -1.00164 -5.14326 -1.67 0.75 3.53
S 3.44012 -1.12102 -6.82744 -0.95 0.02 -0.16
C 3.09802 0.33028 -4.45661 -2.06 -1.73 3.33
C 2.58056 0.57893 -2.92148 -0.64 -3.85 -2.26
C 1.16890 1.08844 -0.02909 -1.74 -3.87 2.72
C 0.53632 1.26945 1.47231 0.61 -1.03 -1.55
H -0.28196 -2.18529 2.45860 0.87 2.45 -1.30
H 0.68735 -2.78734 -0.02430 0.02 2.56 0.93
H 1.07040 -3.03087 -2.41135 1.39 2.22 -1.55
H 2.04720 -3.21250 -5.06035 0.60 2.42 0.87
H 2.25631 -0.86701 -7.58689 1.07 -0.21 1.39
H 3.63735 1.23773 -4.99452 -1.21 -2.49 0.79
H 2.75764 1.63903 -2.42434 -0.35 -2.62 -1.26
H 1.55651 2.02555 -0.61600 -1.03 -1.99 1.54
H 0.48083 2.36580 1.92981 0.07 -2.71 -0.94
```
Positions in Å, forces in eV/Å.

As for the HOMO energy: -16.7 eV. Its charge is +2. The calculation puts the HOMO-LUMO gap at 7.2 eV. The spin multiplicity is 1.

Here are the Löwdin charges for atoms 1 to 6, given in e: number 1, F, carries 0.07; number 2, C, carries -0.14; number 3, F, carries 0.08; number 4, F, carries 0.03; number 5, C, carries -0.07; number 6, F, carries 0.03

How do the records compare in strongest force on any atom? In the order shown, they have 3.12, 3.73, 1.99, 5.68 eV/Å.
How do the records compare in energy above the lowest of the compared OMol25 structures with the same formula, charge and spin? In the order shown, they have 12.32, 0.00, 32.78, 391.19 kcal per mole.